The following is a quantum chemistry calculation of C18H31Ge2N2OSeV as an isolated structure in a non-equilibrium geometry, from the Open Molecules 2025 dataset.

XYZ file:
```
56
C18H31Ge2N2OSeV, DFT wB97M-V/def2-TZVPD
V -1.00290 0.07881 -1.04915
O -1.32457 -1.44947 0.24369
C -1.34927 -1.57461 1.53448
C -1.50273 -2.85762 2.10610
C -1.46861 -3.06398 3.46227
C -1.28539 -1.98763 4.33850
C -1.15996 -0.72479 3.80730
C -1.19734 -0.48645 2.42715
C -1.10984 0.87831 1.92156
N -1.04716 1.29211 0.65829
C -1.03086 2.67123 0.67791
C -1.07448 3.10350 1.96012
N -1.12136 1.96615 2.73147
H -1.62880 -3.68499 1.41872
H -1.57643 -4.06752 3.85452
H -1.25129 -2.14155 5.40759
H -1.02591 0.10242 4.49603
H -0.99306 3.23118 -0.23840
H -1.07858 4.08947 2.38708
H -1.19276 1.93911 3.73186
C 2.36511 1.47833 1.64119
Ge 3.07401 -0.28918 1.20393
C 2.15268 -1.74599 2.11290
C 4.98100 -0.33273 1.66181
C 2.95709 -0.62686 -0.73860
Se 1.37425 -0.13250 -1.78752
C 1.96909 1.68719 -2.12002
H 2.25566 1.57507 2.72220
H 1.39260 1.64507 1.18053
H 3.04796 2.25701 1.29799
H 2.07997 -1.56684 3.18583
H 2.70067 -2.67613 1.95675
H 1.14481 -1.87142 1.72412
H 5.10927 -0.19315 2.73576
H 5.52254 0.46151 1.14736
H 5.42953 -1.28775 1.38771
H 3.08931 -1.69819 -0.89712
H 3.76428 -0.12411 -1.27108
H 2.12088 2.19125 -1.16964
H 1.17284 2.16725 -2.67807
H 2.89482 1.65817 -2.69162
C -4.26850 0.25209 -3.42859
Ge -2.29598 0.28076 -3.47670
C -1.63284 -1.57333 -3.04042
C -1.75294 0.54814 -5.35930
C -1.37740 1.42410 -2.25635
H -4.67341 -0.38058 -4.21982
H -4.65129 1.26433 -3.56562
H -4.63050 -0.11655 -2.46811
H -2.36278 -2.24775 -3.49335
H -1.54075 -1.95214 -2.01488
H -0.67959 -1.73241 -3.54592
H -2.23563 -0.15399 -6.04059
H -0.67318 0.43562 -5.45797
H -2.02341 1.56177 -5.65931
H -1.37887 2.50027 -2.45461
```

Output
HOMO-LUMO gap (alpha / beta): 7.33 / 7.63 eV
Energy relative to the best compared isomer or geometry (same formula, charge and spin): 42.66 kJ/mol
Calculated total energy: -228261.66277 eV
Multiplicity: 3
<S²>: 2.1272

Atomic partial charges in e from the Mulliken method, atoms 1 to 8: V 0.32; O -0.33; C -0.17; C -0.43; C -0.49; C -0.93; C -0.77; C 0.70

The following is a quantum chemistry calculation of C25H52ClN6O4PS as an isolated structure in a non-equilibrium geometry, from the Open Molecules 2025 dataset.

XYZ file:
```
90
C25H52ClN6O4PS, DFT wB97M-V/def2-TZVPD
C -1.48808 -2.19741 0.91869
C -1.54953 -2.28600 -0.60327
C -0.81010 -1.15496 -1.28625
O -1.52363 0.04919 -1.11896
C -0.93339 1.19202 -1.72636
C -0.89273 2.32025 -0.72958
C 0.14966 2.60967 0.10315
P 1.69364 1.68003 0.06667
N 2.94455 2.45941 -0.50578
C 0.07462 3.67126 1.08236
C 1.19921 3.98514 2.04537
C 1.77584 5.39768 1.92706
C 2.75802 5.57060 0.78143
Cl 3.77546 7.01348 1.03548
C -1.05212 4.41666 1.19146
C -2.14256 4.16994 0.33200
N -3.31459 4.81975 0.29515
S -4.16892 4.12873 -0.86148
N -3.16506 3.00572 -1.37203
C -2.05688 3.12343 -0.62711
H -1.79928 -3.14239 1.36138
H -2.11279 -1.39751 1.30823
H -0.46011 -2.02457 1.24266
H -1.04226 -3.20491 -0.90135
H -2.58254 -2.31031 -0.94490
H 0.19199 -1.09557 -0.84100
H -0.66688 -1.38739 -2.34846
H -1.57488 1.49465 -2.55337
H 0.05443 0.96554 -2.12590
H 1.47916 0.50640 -0.66220
H 1.84096 1.24689 1.39407
H 2.66218 3.38310 -0.81510
H 0.78611 3.90116 3.05158
H 2.01135 3.26466 1.98874
H 2.32260 5.59870 2.84858
H 0.97838 6.13534 1.86215
H 2.24780 5.68453 -0.17110
H 3.42770 4.71706 0.72179
H -1.12664 5.19541 1.93705
C -3.23047 2.67729 -5.01401
C -4.67615 2.75941 -4.53746
C -5.66206 1.92666 -5.36459
O -5.99341 2.47275 -6.62546
C -5.06607 2.22045 -7.66222
N -5.06652 4.17031 -4.44788
H -3.05913 3.29643 -5.89468
H -2.56558 3.04015 -4.22986
H -2.94798 1.65021 -5.25426
H -4.70297 2.34806 -3.52355
H -6.60680 1.87607 -4.81731
H -5.29694 0.89743 -5.48400
H -4.61652 1.22788 -7.56029
H -4.27268 2.97123 -7.69355
H -5.61184 2.26247 -8.60417
H -5.97584 4.24356 -4.00052
H -5.22052 4.51938 -5.39000
C 2.84759 -2.19621 3.30904
C 3.95274 -1.21216 2.94003
C 5.22899 -1.33333 3.77830
O 5.12877 -0.81567 5.08917
C 4.54159 -1.67868 6.04294
N 3.38047 0.13673 2.95581
H 2.32282 -1.89066 4.21458
H 2.10707 -2.23861 2.51005
H 3.23370 -3.20624 3.45703
H 4.24423 -1.42259 1.90619
H 6.01106 -0.74306 3.29460
H 5.57483 -2.37534 3.80880
H 4.80644 -2.72277 5.84994
H 3.45315 -1.58377 6.06566
H 4.92869 -1.39391 7.02060
H 4.05147 0.79916 2.57361
H 3.25782 0.42679 3.92256
C -0.45315 -6.72746 0.37092
C 0.73399 -5.81717 0.07469
C 1.96650 -6.07998 0.94974
O 1.86101 -5.60315 2.27538
C 1.17253 -6.44344 3.18097
N 0.29398 -4.41884 0.13847
H -0.98511 -6.41552 1.26959
H -1.16526 -6.68989 -0.45266
H -0.13687 -7.76405 0.50059
H 1.04739 -6.01134 -0.95565
H 2.80732 -5.53319 0.51492
H 2.23398 -7.14525 0.95010
H 1.35631 -7.49955 2.96202
H 0.09602 -6.25665 3.17403
H 1.54801 -6.22155 4.17943
H 1.04347 -3.81419 -0.18599
H 0.16920 -4.17358 1.11748
```

Output
HOMO-LUMO gap: 7.89 eV
Calculated total energy: -76542.57616 eV
Multiplicity: 1

Atomic partial charges in e from the Mulliken method, atoms 1 to 8: C -1.04; C -0.52; C -0.02; O -0.24; C -1.26; C 0.17; C 0.61; P 0.89

The following is a quantum chemistry calculation of C3H6N2O as an isolated structure, from the Open Molecules 2025 dataset.

XYZ file:
```
12
C3H6N2O, DFT wB97M-V/def2-TZVPD
N 1.83867 -0.11082 0.02746
C 0.61666 0.11110 -0.14306
C -0.34449 -0.25856 -1.23538
O -1.42417 0.36124 -0.48412
C -0.54630 0.87148 0.44720
N -0.70885 1.68393 1.38456
H 2.19484 0.40118 0.83273
H 0.64318 -2.03126 0.73394
H -0.00338 0.39813 -2.03646
H -0.58704 -1.26951 -1.56985
H -0.03836 -2.30391 0.62974
H -1.68756 1.96340 1.46155
```

Output
HOMO-LUMO gap: 10.66 eV
Energy relative to the best compared isomer or geometry (same formula, charge and spin): 336.78 kJ/mol
Calculated total energy: -8233.20822 eV
Multiplicity: 1

Atomic partial charges in e from the Mulliken method, atoms 1 to 8: N -0.68; C -0.01; C -0.16; O -0.37; C 0.77; N -0.63; H 0.26; H -0.01

The following is a quantum chemistry calculation of a 2-piece molecular cluster, C8H20N2OP overall in a non-equilibrium geometry, from the Open Molecules 2025 dataset.

XYZ file:
```
32
C8H20N2OP, DFT wB97M-V/def2-TZVPD
C -1.82410 1.09868 -0.80090
C -2.43152 0.53028 0.48512
C -1.72528 -0.72434 0.97759
P -2.10085 -2.10782 -0.15118
C -0.69655 -2.59781 -1.19165
C -0.03772 -3.89478 -0.79902
N 1.01050 -4.17569 -1.38708
H -1.33716 2.03421 -0.57704
H -1.06642 0.45269 -1.21809
H -2.57464 1.31476 -1.53450
H -2.38008 1.24752 1.28635
H -3.48124 0.33859 0.33625
H -2.12269 -0.95576 1.95219
H -0.65420 -0.60747 0.98569
H -2.66736 -3.19990 0.51166
H -3.09011 -1.63384 -1.01476
H 0.01291 -1.79030 -1.27784
H -1.10630 -2.75554 -2.17950
H -0.47968 -4.55313 -0.05665
H 1.38007 -5.07571 -1.08416
C 1.29343 1.82286 1.59957
O 0.78487 2.55802 2.42091
N 2.17929 2.19510 0.66036
C 2.74386 1.25734 -0.29079
C 2.58595 3.59320 0.60577
H 1.05557 0.73941 1.56331
H 3.82887 1.22166 -0.18498
H 2.49845 1.56259 -1.31025
H 2.34427 0.25945 -0.11449
H 3.03974 3.88508 1.55217
H 1.71616 4.22732 0.43505
H 3.30194 3.73334 -0.19913
```

Output
HOMO-LUMO gap: 8.54 eV
Energy relative to the best compared isomer or geometry (same formula, charge and spin): 0.00 kJ/mol
Calculated total energy: -22929.02196 eV
Multiplicity: 1
Total charge: +1

Atomic partial charges in e from the Mulliken method, atoms 1 to 8: C -1.02; C -0.70; C -0.20; P 0.24; C -0.36; C -0.28; N -0.48; H 0.33